Molecular formula: C35H76BNO12P2
Method: DFT, ωB97M-V/def2-TZVPD

Computed properties:
* HOMO level: -9.408 eV
* total charge: 0
* SMILES: CCCCC[C@@H]1C[C@@](CCCCCCCCCCCCOC)(B(O)OC)NC1=O.CCOP(=O)(OCC)OCC.CCOP(=O)(OCC)OCC
* max |F|: 0.17976 hartree/bohr
* HOMO-LUMO gap: 7.8 eV
* molecular weight: 775.7 g mol⁻¹
* E_tot: -3044.360148 a.u.

```
127
Properties=species:S:1:pos:R:3:mulliken_charge:R:1
C 3.55274 4.32065 0.92905 -1.04
C 3.92547 3.31178 2.06243 -0.27
C 3.83237 1.82727 1.59896 -1.31
C 2.44729 1.14398 1.79168 1.53
C 1.77521 1.37149 3.18663 -1.57
C 0.55907 2.33747 3.22463 0.38
C -0.70244 2.01664 2.35192 -1.05
C -0.69317 2.92902 1.08433 -0.04
C -0.41366 2.33726 -0.32844 -1.18
C -1.06697 0.94810 -0.61271 0.07
C -0.26761 -0.26600 -0.09150 -0.51
C 0.99858 -0.60123 -0.93076 -0.13
C 0.72217 -0.90404 -2.43713 -0.78
C 1.80627 -0.14966 -3.29484 -0.34
C 1.88135 -0.80897 -4.70689 -0.99
C 1.26224 0.11141 -5.82205 0.10
C 2.36853 0.47196 -6.85009 -1.01
C 1.89916 1.62924 -7.79198 -0.71
C 1.92054 2.96547 -6.95997 -0.61
C 0.48052 3.46123 -6.72600 -0.45
O 0.54619 4.66971 -5.96811 -0.36
C -0.74969 5.03453 -5.49438 -0.61
B -1.87611 4.02675 1.09824 1.54
O -2.09825 4.87402 2.20146 -0.62
O -2.73099 4.22925 -0.00009 -0.54
C -2.32040 5.48834 -0.57746 -0.71
N 0.49247 3.80333 1.41719 0.05
C 0.75621 3.81904 2.80748 -0.67
O 1.02879 4.75940 3.48687 -0.66
H 2.81170 3.88774 0.23309 0.09
H 3.13104 5.26156 1.31951 0.24
H 4.44255 4.57693 0.32519 0.42
H 4.99925 3.50066 2.26369 0.46
H 3.40419 3.52221 3.00840 0.25
H 4.67136 1.27289 2.05002 0.36
H 4.02535 1.84330 0.50522 0.37
H 1.73572 1.45540 1.01342 -1.42
H 2.60195 0.05619 1.64840 0.47
H 2.55962 1.62186 3.92278 0.46
H 1.37872 0.38613 3.50439 0.54
H 0.19012 2.20185 4.25890 0.66
H -1.50482 2.49361 2.96003 0.58
H -1.07054 0.98352 2.29327 0.37
H -0.84252 3.03361 -1.07725 0.49
H 0.65846 2.25522 -0.58005 0.21
H -1.14750 0.86664 -1.71452 0.55
H -2.11264 0.98715 -0.25158 -0.67
H 0.07239 -0.15801 0.95421 0.19
H -0.92494 -1.15755 -0.09187 0.30
H 1.78736 0.15883 -0.80849 -0.03
H 1.40952 -1.53456 -0.49426 0.18
H 0.88412 -1.97546 -2.65949 0.38
H -0.30385 -0.67240 -2.76573 0.25
H 1.54881 0.92419 -3.31737 0.15
H 2.76337 -0.22718 -2.74559 0.42
H 2.95851 -0.93703 -4.93553 0.41
H 1.44034 -1.81947 -4.74253 0.45
H 0.94568 1.04159 -5.31977 -0.29
H 0.36072 -0.33574 -6.27276 0.30
H 3.23181 0.83140 -6.25550 0.45
H 2.71472 -0.43351 -7.37897 0.39
H 0.87535 1.38784 -8.13290 0.39
H 2.61436 1.67125 -8.62911 0.34
H 2.33186 2.73826 -5.95712 0.21
H 2.57154 3.73193 -7.40736 0.47
H -0.00314 3.59291 -7.71846 0.29
H -0.13752 2.74330 -6.15442 0.36
H -0.80032 4.94638 -4.39233 0.13
H -0.94242 6.08174 -5.79292 0.27
H -1.54162 4.43497 -5.98190 0.36
H -1.34223 5.48334 2.24937 0.36
H -1.21141 5.59561 -0.54001 0.22
H -2.61052 5.56328 -1.63390 0.28
H -2.75380 6.31390 0.01511 0.27
H 0.46754 4.73778 1.00910 0.55
C -5.14955 1.25014 0.46918 -1.25
C -4.24482 0.96345 1.65423 0.18
O -4.99729 0.64252 2.82262 -0.34
P -5.67391 -0.85478 2.92940 1.29
O -4.45007 -1.69604 3.17327 -0.82
O -6.23319 -0.83845 4.48061 -0.37
C -5.93038 -1.89618 5.38998 -0.37
C -4.81708 -1.47962 6.32989 -1.09
O -7.14846 -0.33029 2.38263 -0.43
C -8.10219 0.38725 3.17248 -0.20
C -7.63663 1.73881 3.66708 -0.89
H -5.68712 0.34934 0.16105 0.42
H -4.56637 1.60747 -0.38151 0.41
H -5.89771 1.99991 0.72637 0.26
H -3.54408 0.15508 1.42239 0.37
H -3.65924 1.85473 1.88932 -0.24
H -5.68363 -2.81514 4.85888 0.35
H -6.83838 -2.09688 5.96488 0.33
H -3.95098 -1.10723 5.78142 0.25
H -4.50322 -2.31555 6.95672 0.38
H -5.15369 -0.66600 6.97580 0.30
H -8.46149 -0.23477 3.99171 0.25
H -8.96073 0.54101 2.51403 0.36
H -6.85516 1.64614 4.42063 0.23
H -8.47254 2.27487 4.12095 0.42
H -7.23729 2.34056 2.85030 0.17
C 4.58023 -5.31792 -2.00270 -1.05
C 3.18716 -5.18896 -1.41018 -0.06
O 3.06581 -5.90492 -0.18320 -0.36
P 3.74707 -5.25353 1.18590 1.20
O 2.64982 -4.22279 1.36165 -0.68
O 3.17192 -6.29452 2.33230 -0.36
C 2.51840 -5.81655 3.50877 -0.33
C 1.01559 -5.95264 3.36826 -1.12
O 5.03916 -6.28531 0.93206 -0.41
C 5.03871 -7.68966 1.21231 -0.23
C 4.04807 -8.50719 0.41267 -0.88
H 5.32220 -4.82290 -1.37067 0.28
H 4.61919 -4.86254 -2.99385 0.43
H 4.87221 -6.36523 -2.08142 0.20
H 2.92617 -4.13688 -1.25825 0.04
H 2.45531 -5.61579 -2.09766 0.31
H 2.80878 -4.78991 3.73252 0.34
H 2.86477 -6.43231 4.34300 0.32
H 0.65777 -5.49226 2.44662 0.27
H 0.50201 -5.49196 4.21323 0.38
H 0.73548 -7.00712 3.32214 0.30
H 4.92468 -7.86247 2.28191 0.26
H 6.04580 -8.03094 0.95911 0.36
H 3.02014 -8.29673 0.70545 0.23
H 4.22866 -9.57144 0.57847 0.40
H 4.13598 -8.29939 -0.65364 0.18
```